[1]
Below is a molecular structure, C18H43BrCl2P2Sc, with properties calculated with ωB97M-V with the def2-TZVPD basis set.

Net charge: -1
Highest occupied orbital energy (eV): -3.730
Energy above the lowest of the compared OMol25 structures with the same formula, charge and spin (eV): 0.0000
Gap between HOMO and LUMO (eV): 6.58

```
67
Properties=species:S:1:pos:R:3:lowdin_charge:R:1
Sc -0.91 0.13 1.07 -0.344
Cl -0.01 0.80 -0.99 -0.034
P -3.05 -0.47 -0.15 0.862
C -3.44 -1.25 -1.75 -0.510
C -4.20 -1.40 1.10 -0.504
C -4.12 1.13 -0.52 -0.515
C -2.26 -2.19 -2.23 -0.134
H -3.54 -0.46 -2.51 0.110
C -4.76 -2.07 -1.74 -0.124
H -4.73 -2.77 -0.93 0.022
H -4.90 -2.67 -2.65 0.084
H -5.64 -1.44 -1.61 0.043
H -1.32 -1.64 -2.19 0.028
H -2.43 -2.61 -3.24 0.076
H -2.21 -3.03 -1.51 0.063
H -3.73 1.56 -1.45 0.095
C -4.02 2.24 0.51 -0.177
C -5.58 0.79 -0.79 -0.160
H -5.75 0.26 -1.74 0.046
H -6.22 1.69 -0.90 0.075
H -6.06 0.20 0.01 0.066
H -2.97 2.48 0.76 -0.050
H -4.49 1.98 1.46 0.048
H -4.48 3.21 0.20 0.081
C -3.75 -2.86 1.26 -0.142
H -5.25 -1.41 0.78 0.084
C -4.19 -0.71 2.47 -0.121
H -3.90 -3.47 0.38 0.044
H -4.23 -3.37 2.12 0.082
H -2.67 -2.85 1.44 0.037
H -3.13 -0.65 2.83 0.046
H -4.75 -1.26 3.25 0.080
H -4.57 0.31 2.42 0.049
Cl -0.22 -1.45 2.69 -0.148
H -1.62 -1.50 0.28 -0.076
P 3.88 0.74 -0.22 1.016
C 4.08 2.35 -1.04 -0.560
C 4.67 0.62 1.43 -0.581
C 3.88 -0.64 -1.38 -0.576
C 2.87 3.19 -0.63 -0.157
H 3.99 2.12 -2.11 0.103
C 5.46 3.01 -0.73 -0.123
H 5.52 3.28 0.34 0.064
H 5.57 3.92 -1.33 0.059
H 6.27 2.35 -1.01 0.059
H 1.92 2.69 -0.83 0.003
H 2.89 4.10 -1.27 0.073
H 2.90 3.47 0.43 0.067
H 3.36 -0.20 -2.23 0.098
C 2.97 -1.77 -0.78 -0.124
C 5.29 -1.08 -1.73 -0.148
H 5.81 -0.35 -2.32 0.052
H 5.23 -2.04 -2.33 0.077
H 5.88 -1.36 -0.79 0.083
H 2.10 -1.36 -0.25 0.037
H 3.57 -2.43 -0.15 0.058
H 2.63 -2.34 -1.66 0.073
C 4.05 1.69 2.35 -0.127
H 5.74 0.84 1.24 0.093
C 4.48 -0.77 2.03 -0.126
H 4.40 2.72 2.11 0.061
H 4.47 1.52 3.34 0.065
H 2.95 1.63 2.36 0.087
H 3.42 -1.03 2.15 0.083
H 5.01 -0.81 2.97 0.067
H 5.02 -1.52 1.43 0.060
Br -1.17 2.17 2.45 0.003
```

---

[2]
Below is 11 unconnected molecules or ions with the total composition C18H43Cl2N7O23, with properties calculated with ωB97M-V with the def2-TZVPD basis set.

Net charge: 0
SMILES: C[N+](=O)[O-].C[N+](=O)[O-].C[N+](=O)[O-].C[N+](=O)[O-].C[N+](=O)[O-].C[N+](=O)[O-].C[N+](=O)[O-].COC(=O)OC.COC(=O)OC.COC(=O)OC.ClCCCl
Highest occupied orbital energy (eV): -10.078
Energy above the lowest of the compared OMol25 structures with the same formula, charge and spin (eV): 2.1146
Gap between HOMO and LUMO (eV): 9.76

```
93
Properties=species:S:1:pos:R:3:lowdin_charge:R:1
Cl -3.09 -4.65 -1.02 0.592
C -2.36 -3.77 0.38 -0.576
C -2.57 -4.71 1.58 -0.666
Cl -1.48 -4.39 2.97 0.549
H -2.95 -2.86 0.50 0.072
H -1.30 -3.58 0.16 0.045
H -2.36 -5.72 1.24 0.037
H -3.55 -4.78 2.04 0.065
C -2.39 1.95 3.82 0.028
N -1.71 2.83 4.71 -0.417
O -2.07 4.01 4.87 0.041
O -0.77 2.35 5.38 0.041
H -2.15 2.39 2.85 0.085
H -3.48 1.98 3.89 0.115
H -1.95 0.96 3.95 0.097
C -0.30 5.41 -3.62 0.056
N -0.32 4.07 -2.97 -0.451
O 0.25 4.08 -1.86 0.030
O -0.79 3.16 -3.55 0.094
H 0.52 5.34 -4.33 0.105
H -0.15 6.02 -2.72 0.102
H -1.25 5.51 -4.15 0.100
C 4.34 -1.30 -3.90 0.059
N 4.21 -1.59 -2.44 -0.428
O 3.27 -2.28 -2.12 0.050
O 4.92 -1.03 -1.63 0.064
H 5.10 -1.95 -4.34 0.103
H 4.57 -0.26 -4.15 0.102
H 3.34 -1.58 -4.25 0.083
C 6.22 -0.40 2.52 0.045
N 5.04 -1.19 2.15 -0.408
O 3.96 -0.63 2.14 0.033
O 5.15 -2.41 1.87 0.065
H 7.05 -1.08 2.71 0.100
H 5.96 0.29 3.33 0.106
H 6.57 0.16 1.66 0.103
C 0.24 -6.57 -2.07 0.047
N 0.22 -6.51 -0.56 -0.391
O 0.61 -5.52 0.08 0.028
O -0.17 -7.56 -0.01 0.038
H 1.20 -6.11 -2.32 0.093
H -0.52 -5.94 -2.53 0.083
H 0.22 -7.62 -2.34 0.097
C 2.35 1.88 0.88 0.061
N 2.30 2.61 2.20 -0.411
O 1.52 2.25 3.04 0.063
O 3.06 3.59 2.31 0.039
H 1.44 2.07 0.31 0.094
H 2.49 0.83 1.11 0.063
H 3.19 2.21 0.27 0.100
C 0.75 -0.77 4.09 0.023
N 0.81 -1.88 5.02 -0.452
O 1.61 -2.77 4.90 0.073
O 0.12 -1.80 6.05 0.036
H -0.16 -0.98 3.54 0.091
H 1.65 -0.73 3.48 0.077
H 0.83 0.14 4.70 0.095
C -3.98 5.03 -1.38 -0.044
O -2.66 5.28 -0.98 -0.020
C -2.21 4.82 0.19 -0.563
O -2.86 4.23 1.01 0.130
O -0.93 5.31 0.36 -0.032
C -0.24 5.08 1.55 -0.053
H -4.35 4.03 -1.17 0.094
H -3.96 5.17 -2.46 0.097
H -4.67 5.72 -0.89 0.102
H 0.80 5.41 1.44 0.099
H -0.22 4.03 1.87 0.077
H -0.69 5.64 2.37 0.103
C -4.29 -2.00 -3.04 -0.078
O -2.91 -2.04 -2.85 -0.072
C -2.01 -1.40 -3.64 -0.525
O -2.25 -0.57 -4.58 0.068
O -0.85 -1.88 -3.22 -0.017
C 0.38 -1.16 -3.50 -0.011
H -4.79 -2.66 -2.33 0.069
H -4.66 -2.18 -4.05 0.100
H -4.58 -0.97 -2.81 0.089
H 0.28 -0.11 -3.20 0.097
H 0.46 -1.26 -4.59 0.096
H 1.22 -1.66 -3.04 0.063
C -2.31 1.23 -0.81 -0.021
O -1.09 0.54 -0.96 -0.011
C -0.58 -0.18 0.02 -0.500
O -1.06 -0.22 1.17 0.078
O 0.60 -0.80 -0.40 -0.032
C 1.12 -1.76 0.46 -0.067
H -2.42 1.69 0.17 0.084
H -3.05 0.45 -0.99 0.103
H -2.38 2.07 -1.50 0.087
H 0.81 -1.69 1.50 0.079
H 2.21 -1.69 0.48 0.077
H 0.91 -2.71 -0.03 0.089
```

---

[3]
Below is a molecular structure, C18H43CrF6NO6S2Si2, with properties calculated with ωB97M-V with the def2-TZVPD basis set.

Net charge: 0
2S+1: 5
Highest occupied orbital energy (alpha / beta) (eV): -6.769 / -8.112
Energy above the lowest of the compared OMol25 structures with the same formula, charge and spin (eV): 2.3441
Gap between HOMO and LUMO (alpha / beta) (eV): 7.08 / 8.42

```
79
Properties=species:S:1:pos:R:3:mulliken_spin:R:1
O -1.05 -2.73 -1.34 0.005
O -2.06 -0.67 -2.47 -0.002
C 0.33 -3.07 -1.10 0.005
C 0.57 -4.11 -0.03 0.000
H 0.89 -2.16 -0.87 -0.004
H 0.69 -3.44 -2.07 0.000
H 0.56 -3.64 0.96 0.000
H 1.57 -4.54 -0.18 0.000
H -0.14 -4.93 -0.08 0.000
C -1.96 -2.70 -0.21 -0.001
C -3.27 -3.31 -0.62 0.000
H -2.09 -1.64 0.08 0.002
H -1.51 -3.22 0.64 0.001
H -3.78 -2.69 -1.36 0.000
H -3.92 -3.39 0.27 0.000
H -3.13 -4.32 -1.00 0.000
C -3.37 -0.01 -2.61 -0.002
C -1.56 -1.35 -3.67 0.000
C -3.81 0.56 -1.30 0.001
H -4.03 -0.79 -3.00 0.000
H -3.28 0.76 -3.40 0.001
H -4.00 -0.24 -0.57 0.001
H -4.75 1.09 -1.42 0.000
H -3.09 1.26 -0.88 -0.001
C -2.34 -2.60 -3.92 0.003
H -0.51 -1.56 -3.50 -0.001
H -1.65 -0.62 -4.48 0.000
H -2.32 -3.24 -3.03 0.000
H -1.89 -3.17 -4.74 0.000
H -3.37 -2.38 -4.19 0.000
H -1.30 -0.47 -1.64 0.039
Cr 0.92 1.52 0.44 4.116
C -0.43 0.25 -0.67 0.256
Si 0.34 1.47 -1.93 0.042
H -1.23 0.56 0.00 -0.106
H 0.09 -0.64 -0.30 -0.229
C 1.70 0.54 -2.83 0.016
C 1.07 3.05 -1.14 0.000
C -0.87 2.26 -3.15 0.017
C 2.89 0.96 0.54 -0.205
Si 3.83 1.69 2.01 0.009
H 3.42 1.25 -0.40 0.019
H 2.89 -0.16 0.57 0.010
C 5.35 2.59 1.35 0.001
C 4.61 0.34 3.06 0.000
C 2.70 2.80 3.04 0.040
H -0.45 3.26 -3.39 0.000
H -1.87 2.42 -2.71 -0.003
H -0.96 1.70 -4.10 0.000
H 2.53 0.34 -2.14 -0.003
H 2.05 1.16 -3.66 0.000
H 1.32 -0.42 -3.21 -0.001
H 1.09 3.25 -0.01 0.009
H 0.36 3.82 -1.49 -0.002
H 2.08 3.24 -1.53 0.006
H 5.09 -0.39 2.39 -0.001
H 3.90 -0.19 3.70 -0.001
H 5.40 0.77 3.69 0.000
H 1.94 2.21 3.58 0.003
H 2.17 3.55 2.43 0.005
H 3.31 3.34 3.78 0.004
H 6.20 2.43 2.03 0.000
H 5.19 3.67 1.24 0.000
H 5.62 2.17 0.37 -0.001
F -3.39 3.19 2.35 0.000
C -3.07 1.95 2.78 0.001
F -3.69 1.70 3.94 0.000
F -3.48 1.05 1.85 0.000
S -1.21 1.84 2.94 0.023
O -0.74 2.09 1.56 -0.043
O -0.75 2.75 3.96 0.000
N -1.17 0.30 3.36 0.001
S 0.07 -0.62 2.97 -0.001
O -0.38 -1.91 2.49 -0.001
O 1.08 0.07 2.17 -0.027
C 0.86 -0.93 4.64 -0.001
F -0.01 -1.49 5.50 0.000
F 1.93 -1.75 4.46 0.000
F 1.31 0.24 5.18 0.000
```